# 1
Here is an isolated ion of composition C11H6N5O6 and charge -1 in a non-equilibrium geometry from the OMol25 dataset. Energies are from the ωB97M-V functional and the def2-TZVPD basis.

Computed properties:
SMILES: N#CC1=CC(=[N+]([O-])[O-])[C@@H](N2C(=O)CCC2=O)c2c1no[n+]2[O-]
Orbital gap (eV): 7.16
LUMO energy (hartree): 0.1027
Multiplicity: 1
Total charge: -1

Positions of all 28 atoms, in Å:
O: -3.55058 -4.31793 -4.01403
O: -2.63984 -0.11958 -1.36958
O: -2.45679 -5.01098 -2.06942
O: 1.35375 -0.61648 -1.95019
O: 0.41214 -3.16319 0.15464
O: 0.51744 1.01959 -3.19312
N: -1.37649 -1.98256 -0.81726
N: -3.51459 -0.69677 -7.10962
N: -2.64873 -4.09657 -2.85565
N: 0.48024 -0.16273 -2.71405
N: -3.77691 -3.14231 -4.70288
C: -0.60336 -1.00977 -3.15790
C: -3.09444 -0.85882 -6.02564
C: -2.49222 -1.07670 -4.74471
C: -1.30590 -0.48879 -4.23990
C: -1.89596 -0.49743 0.95470
C: -0.47826 -2.34547 0.23002
C: -2.91642 -2.27107 -4.10223
C: -2.21459 -2.81039 -3.00101
C: -1.03616 -2.22386 -2.28754
C: -2.08266 -0.80215 -0.52556
C: -0.79974 -1.42954 1.42054
H: -0.23214 -2.96140 -2.29990
H: -2.82320 -0.63412 1.51392
H: -1.00807 0.47857 -4.65429
H: 0.12891 -0.90710 1.68597
H: -1.08382 -1.98054 2.32805
H: -1.65415 0.56964 1.02875

***

# 2
Here is C11H7Cl5IrN2O2SSeSi as an isolated structure from the OMol25 dataset. Energies are from the ωB97M-V functional and the def2-TZVPD basis.

Computed properties:
Orbital gap (spin up / spin down) (eV): 7.05 / 6.35
LUMO energy (spin up / spin down) (hartree): -0.0546 / -0.0989
Multiplicity: 2
Total charge: 0

Positions of all 31 atoms, in Å:
Ir: -0.78946 -0.24639 -0.98104
Se: 1.69632 -2.15240 2.27346
Cl: -2.11836 1.29066 0.11982
Cl: -1.47459 2.82976 -2.88151
Cl: 0.03494 0.41684 -4.54268
Cl: -1.23864 -2.35732 4.05723
Cl: -3.14093 0.08945 -3.65247
S: -0.90690 -1.55635 1.00051
Si: -1.30813 0.77832 -3.00762
O: 2.14379 2.26004 -1.26412
O: 0.31283 -1.70574 -1.96842
N: 3.74209 -1.74534 0.15313
N: 1.11404 0.19045 -1.39327
C: -1.86425 -0.84802 3.48917
C: 2.95162 -1.89115 0.98564
C: 1.33736 -0.95630 -2.00649
C: 2.14493 1.12222 -1.62193
C: -3.03932 1.18958 3.97692
C: -1.70256 -0.49066 2.14152
C: -2.23693 0.74297 1.79125
C: 3.21542 0.36844 -2.41474
C: -2.90125 1.58663 2.65913
C: -2.51892 -0.02816 4.39056
C: 2.67034 -1.05323 -2.65604
H: 3.27139 -1.82422 -2.17347
H: -2.61536 -0.34978 5.41775
H: -3.54953 1.82902 4.68317
H: 2.54591 -1.30579 -3.70806
H: 4.13585 0.36883 -1.83547
H: 3.38210 0.91624 -3.34107
H: -3.29379 2.53141 2.30913

***

# 3
Here is one molecule with the formula C11H7I2N3O in a non-equilibrium geometry from the OMol25 dataset. Energies are from the ωB97M-V functional and the def2-TZVPD basis.

Computed properties:
SMILES: O=c1[nH][nH]c2c(I)c(-n3cccc3)c(I)cc12
Orbital gap (eV): 7.72
LUMO energy (hartree): -0.0220
Multiplicity: 1
Total charge: 0

Positions of all 24 atoms, in Å:
I: 1.42027 -2.40830 -1.37794
I: -1.48404 3.11450 -0.17803
O: 0.40396 0.34974 4.66991
N: 1.44429 -1.48870 3.72067
N: 1.46789 -1.95782 2.33973
N: -0.33736 0.30519 -1.70442
C: 0.64143 -1.18308 1.47807
C: -0.59841 1.23927 -3.78613
C: -1.43363 -0.27832 -2.39612
C: -0.10204 0.16348 -0.33116
C: 0.24917 -0.17142 2.36387
C: -0.53910 1.19532 0.51056
C: 0.24065 1.14866 -2.64910
C: 0.58482 -0.42412 3.70715
C: -0.37356 1.01439 1.92496
C: -1.64310 0.33991 -3.57914
C: 0.54247 -1.01982 0.11114
H: 2.31778 -1.28114 4.08252
H: -2.10073 -1.09556 -2.03950
H: -2.27264 -0.05334 -4.43958
H: 1.24055 1.74390 -2.63391
H: -0.62001 1.92354 -4.59416
H: 1.74391 -2.94513 2.19009
H: -0.79257 1.76884 2.61053

***

# 4
Here is a 29-piece molecular cluster, C11H80NO28 overall in a non-equilibrium geometry from the OMol25 dataset. Energies are from the ωB97M-V functional and the def2-TZVPD basis.

Computed properties:
Orbital gap (eV): 8.82
LUMO energy (hartree): -0.1098
Multiplicity: 1
Total charge: +1

Positions of all 120 atoms, in Å:
O: -2.68518 44.19686 27.97643
O: -7.58095 47.75502 21.97270
O: -1.67636 43.13508 25.68409
O: -5.28203 52.07213 27.97359
O: -11.03299 48.57564 26.37517
O: -10.93218 50.15889 21.39706
O: -10.84384 45.16473 25.80709
O: -2.30513 49.26705 26.14263
O: -6.39438 55.53885 24.18002
O: -2.07652 46.82368 28.00453
O: -3.17236 52.55640 26.31113
O: -8.13959 44.81113 25.68789
O: -8.66292 56.81500 25.21994
O: -3.27034 47.98974 30.46004
O: -4.20052 41.97201 24.35298
O: -2.67120 50.62694 30.25232
O: -12.16390 53.08285 24.24605
O: -3.89172 44.47212 21.85325
O: -5.21377 52.03985 21.17368
O: -7.05986 51.42671 31.38125
O: -9.48636 48.33620 31.35768
O: -5.85418 49.34486 20.23813
O: -3.50491 50.24181 24.02780
O: -6.53927 43.13243 24.06165
O: -7.25820 44.51261 28.31226
O: -9.98315 50.57428 27.86144
O: -11.49451 50.21919 24.13869
O: -9.59816 45.84573 29.41603
N: -6.73948 48.77214 26.02275
C: -8.12498 51.41217 23.60771
C: -4.19092 45.87447 24.99847
C: -7.67455 49.46409 25.18863
C: -5.01613 46.84999 25.92671
C: -7.10723 50.56300 24.17009
C: -5.77510 49.60629 26.84364
C: -8.63914 52.73051 24.24133
C: -5.98387 47.76007 25.27851
C: -7.48395 48.02668 27.13401
C: -5.69188 49.06054 28.23910
C: -6.84682 48.08918 28.42943
H: -6.30272 51.02707 24.73927
H: -11.72339 51.08997 24.50813
H: -2.58777 45.23592 27.89426
H: -2.46271 47.87605 30.90182
H: -3.16777 44.77304 21.09996
H: -7.49676 51.71291 22.69250
H: -6.43270 49.01956 20.94323
H: -8.86644 45.38902 28.95652
H: -3.57597 49.51187 23.42767
H: -4.61934 48.60172 28.56237
H: -2.78192 47.33941 28.68860
H: -11.07133 50.30887 23.31340
H: -3.49463 42.42223 24.85392
H: -8.59181 48.31855 27.21478
H: -5.71760 52.69138 27.53127
H: -4.84166 49.67133 26.30905
H: -2.61525 49.78521 25.48207
H: -5.42561 52.35899 20.26936
H: -5.64293 48.31832 24.29688
H: -7.57578 46.93725 26.87814
H: -3.82666 52.46502 26.87383
H: -6.75212 44.38908 29.03923
H: -2.83422 49.70153 30.49098
H: -7.27841 44.64828 25.25448
H: -5.92521 56.28227 23.66614
H: -7.37986 51.42521 30.51433
H: -2.13218 50.71374 29.36073
H: -4.99050 42.60535 24.27159
H: -10.72463 51.11021 27.45613
H: -6.68485 46.96585 24.57242
H: -8.48934 57.62947 25.60873
H: -5.78756 50.07601 28.79645
H: -7.91659 44.67855 26.69231
H: -9.60906 45.43546 30.12137
H: -4.01293 47.65805 31.15959
H: -3.72447 46.55275 24.25993
H: -9.42151 47.57652 30.97641
H: -6.58391 52.20850 31.39930
H: -7.90773 53.28359 24.59207
H: -1.91296 43.51880 26.50816
H: -5.61006 50.15836 20.58901
H: -13.06318 53.08767 24.13764
H: -4.10322 43.54569 21.79287
H: -7.64639 48.45559 29.13926
H: -10.28671 48.93031 31.08105
H: -6.51286 47.18029 28.65345
H: -7.44480 43.68095 28.23618
H: -9.07469 53.40366 23.68681
H: -0.85022 42.67610 25.90835
H: -6.12580 50.82685 26.85086
H: -10.71974 49.31423 21.60333
H: -6.50636 50.05050 23.49784
H: -3.54404 43.95523 28.46929
H: -7.74492 56.21034 24.95428
H: -9.22556 51.21766 27.91158
H: -6.53351 42.93785 23.14873
H: -4.39782 47.59926 26.38398
H: -8.35223 50.15924 25.81749
H: -5.53906 46.47427 26.86735
H: -3.59586 45.24823 25.57448
H: -1.97147 50.03352 26.64196
H: -2.30394 47.42481 27.32081
H: -7.05022 47.16102 21.58417
H: -12.10759 53.99483 24.63395
H: -3.10543 53.27714 25.56390
H: -4.91486 45.24214 24.24261
H: -5.96422 55.09078 24.93078
H: -9.92379 45.41691 26.04316
H: -11.37387 49.09564 25.72587
H: -8.94257 50.91858 23.31437
H: -5.61570 52.69239 21.72267
H: -10.57762 49.28419 26.88341
H: -10.87862 44.20678 25.95211
H: -7.22143 42.66350 24.46714
H: -9.32889 52.40421 24.92534
H: -8.24981 48.64416 24.77827
H: -8.58519 47.79604 21.73945
H: -2.99759 51.05711 23.70313
H: -10.50534 50.42889 20.48261
H: -4.61419 52.40546 28.71435

***

ΔE to the lowest compared entry with this formula, charge and spin for every record listed, in sequence, given in kJ/mol: 0.0; 133.6; 140.1; 527.3.
E for every record listed, in sequence, given in eV: -31234.910; -168110.265; -34236.549; -71508.242.